(A)
Entry from the Open Molecules 2025 dataset: a structure of composition C4H9NO2S (wB97M-V/def2-TZVPD).

Geometry as ORCA input:
```
! wB97M-V def2-TZVPD RIJCOSX def2/J DEFGRID3
* xyz 0 1
C 0.9927 0.6085 1.2297
C 1.7278 -0.0621 0.2826
C -1.3901 0.3461 -1.0883
C -2.0105 -0.7524 -0.3215
N 2.5610 0.5321 -0.6399
O -1.5426 1.8668 1.1010
O 0.0713 2.4498 -0.5942
S -0.7761 1.4533 -0.0261
H 0.2796 -0.2256 1.6422
H 1.1369 1.5485 1.6313
H 1.5426 -1.2119 0.2027
H -0.8337 0.0301 -1.9610
H -2.5603 -1.2350 -1.0428
H -2.6365 -0.3776 0.4902
H -1.3887 -1.6020 0.1557
H 2.8310 -0.0887 -1.4041
H 2.5288 1.5438 -0.7383
*
```

Computed properties:
molar mass	135.19	g/mol

***

(B)
Entry from the Open Molecules 2025 dataset: a cluster of 2 separate species, C4H9NO2S in total (wB97M-V/def2-TZVPD).

Geometry as ORCA input:
```
! wB97M-V def2-TZVPD RIJCOSX def2/J DEFGRID3
* xyz 0 1
C -2.1589 0.3636 0.6782
C -1.3901 -0.3168 -1.5750
C -1.4571 -0.5295 -0.2496
C 1.5786 -0.6354 0.4859
N 2.0610 0.6007 0.4248
O 1.4864 1.4896 1.3729
O 2.7321 1.1321 -0.4421
S 1.9950 -2.0046 -0.5408
H -1.4391 0.7005 1.4568
H -2.9001 -0.0230 1.2842
H -2.5293 1.1444 0.0840
H 1.9554 2.2504 1.3280
H -0.8439 -0.9462 -2.2333
H -1.8239 0.6101 -1.9531
H -0.8911 -1.4398 0.1999
H 0.7388 -0.9367 1.1020
H 2.8863 -1.4596 -1.4229
*
```

Computed properties:
molar mass	135.19	g/mol

***

(C)
Entry from the Open Molecules 2025 dataset: the molecule C4H9NO2S (wB97M-V/def2-TZVPD).

Geometry as ORCA input:
```
! wB97M-V def2-TZVPD RIJCOSX def2/J DEFGRID3
* xyz 0 1
C -1.4921 0.6341 0.5708
C 1.5297 -1.3886 0.6295
C 0.6939 -0.1123 -1.4635
C 0.6909 -0.2232 0.1082
N -1.3082 1.8839 1.1175
O -2.9903 -1.1708 -0.6929
O -0.6162 -0.3793 0.7807
S -2.9498 0.2663 -0.2578
H 1.6645 -1.1920 1.6446
H 1.2769 -2.4517 0.4943
H 2.5541 -1.3506 0.0862
H -0.1566 -0.6626 -1.8421
H 1.7496 -0.3880 -1.8050
H 0.5438 0.9226 -1.9041
H 1.1571 0.6854 0.5972
H -0.4310 2.3508 1.2294
H -1.9165 2.5760 0.7070
*
```

Computed properties:
molar mass	135.19	g/mol

***

(D)
Entry from the Open Molecules 2025 dataset: the molecule C4H9NO2S (wB97M-V/def2-TZVPD).

Geometry as ORCA input:
```
! wB97M-V def2-TZVPD RIJCOSX def2/J DEFGRID3
* xyz 0 1
C 2.9705 1.2809 0.3117
N 1.7660 0.8506 0.0028
S 1.6076 -0.8787 -0.2303
C -0.0974 -1.0384 -0.5351
O -0.7688 -0.8411 0.7304
C -2.1367 -0.6359 0.6112
O -2.3731 0.2678 -0.5066
C -2.1335 1.6868 -0.1649
H 3.1739 2.3045 0.5159
H 3.8787 0.5837 0.5955
H -0.5781 -0.3781 -1.2978
H 0.0470 -2.1474 -0.6469
H -2.3790 -0.1107 1.6030
H -2.8502 -1.6161 0.4399
H -1.0156 1.8907 -0.2708
H -2.5463 2.1422 0.7202
H -2.2949 2.2621 -1.1234
*
```

Computed properties:
molar mass	135.19	g/mol
SMILES string	C=NSCOCOC

***

We find (C) to be the most stable, with the next structure 139.6 kJ/mol higher.

***

(A)
Entry from the Open Molecules 2025 dataset: the molecule C4H9NO2S (wB97M-V/def2-TZVPD).

Geometry as ORCA input:
```
! wB97M-V def2-TZVPD RIJCOSX def2/J DEFGRID3
* xyz 0 1
C 0.1097 0.4422 -2.1083
C 0.5505 -0.8175 -1.2800
C -0.7433 1.2826 -1.1283
C -0.2409 -0.3412 2.8308
N -0.1015 -0.6033 0.2043
O 1.8614 -1.2565 1.7434
O -1.1006 0.4983 -0.0014
S 0.9603 -0.1702 1.4679
H 0.9080 1.0049 -2.3688
H -0.4635 0.1574 -3.0224
H 0.0555 -1.7777 -1.6618
H 1.6736 -0.8482 -1.2142
H -0.2840 2.3111 -1.0436
H -1.6895 1.4877 -1.5681
H -0.0762 0.1314 3.8221
H -0.2552 -1.4472 2.9865
H -1.1643 -0.0538 2.3418
*
```

Computed properties:
molar mass	135.19	g/mol

***

(B)
Entry from the Open Molecules 2025 dataset: the molecule C4H9NO2S (wB97M-V/def2-TZVPD).

Geometry as ORCA input:
```
! wB97M-V def2-TZVPD RIJCOSX def2/J DEFGRID3
* xyz 0 1
C 0.0400 -0.2649 1.0386
N 0.9561 -0.9327 0.1493
C 2.3904 -0.4076 0.0854
O 3.0245 -0.7125 -0.9377
O 2.1565 1.1422 0.2099
C -0.6660 0.9899 0.3589
C -1.6219 0.5225 -0.6223
S -3.0840 -0.2293 -0.2326
H -0.7826 -0.9551 1.2565
H 0.6193 -0.0303 1.9362
H 0.5484 -0.8438 -0.7742
H 2.8229 -0.6431 1.0846
H 0.1155 1.5717 -0.1170
H -1.2022 1.5410 1.1322
H 3.0269 1.5163 0.3785
H -1.7919 1.1328 -1.5050
H -3.8517 0.4131 -1.1256
*
```

Computed properties:
molar mass	135.19	g/mol

***

We find (A) to be the most stable, with the next structure 138.0 kJ/mol higher.

***

(A)
Entry from the Open Molecules 2025 dataset: a cluster of 2 separate species, C4H10S in total (wB97M-V/def2-TZVPD).

Geometry as ORCA input:
```
! wB97M-V def2-TZVPD RIJCOSX def2/J DEFGRID3
* xyz 0 1
C 2.5252 0.6214 -0.9095
C 2.4991 -0.6242 -0.2981
C 1.7567 -0.9030 0.9644
H 3.2241 0.8507 -1.6870
H 1.7728 1.2746 -0.6246
H 3.2070 -1.3250 -0.7556
H 1.2600 -0.0205 1.3665
H 0.8904 -1.5628 0.8639
H 2.4425 -1.4107 1.6964
C -1.4902 0.2160 -1.1033
S -2.4233 0.4088 0.6272
H -2.3794 0.0910 -1.8173
H -0.8323 1.0248 -1.1626
H -0.9073 -0.7372 -1.0286
H -1.6492 -0.5874 1.1932
*
```

Computed properties:
molar mass	90.19	g/mol
SMILES string	C=CC.CS

***

(B)
Entry from the Open Molecules 2025 dataset: the molecule C4H10S (wB97M-V/def2-TZVPD).

Geometry as ORCA input:
```
! wB97M-V def2-TZVPD RIJCOSX def2/J DEFGRID3
* xyz 0 1
C 2.7076 -0.1613 0.1831
C 1.4198 0.5413 -0.0604
S -0.0072 -0.4621 -0.1310
C -1.4655 0.6459 0.0152
C -2.6402 -0.2275 0.1108
H 2.7708 -0.7363 1.1274
H 2.8055 -0.9274 -0.6797
H 3.5283 0.6227 0.0807
H 1.4664 0.9740 -1.0833
H 1.1269 1.3856 0.5920
H -1.5292 1.3314 -0.7784
H -1.2053 1.2076 0.8827
H -2.7223 -0.9993 -0.6340
H -2.7128 -0.7779 1.0413
H -3.5429 0.5231 0.0545
*
```

Computed properties:
molar mass	90.19	g/mol
SMILES string	CCSCC

***

We find (B) to be the most stable, with the next structure 99.5 kJ/mol higher.